ORCA calculation (the ωB97M-V functional and the def2-TZVPD basis) on one molecule with the formula C10H15O4P at a distorted geometry.

SMILES	CCOP(=O)(OCC)c1cccc(O)c1

The geometry in XYZ format:
```
30
Properties=species:S:1:pos:R:3:forces:R:3:mulliken_charge:R:1
C 3.156327 2.472259 -0.056276 -0.17 -0.29 0.11 -1.138
C 2.991908 1.172414 0.711744 0.72 0.30 0.06 -0.314
H 3.279290 1.294101 1.761515 -0.01 -0.08 -0.17 0.350
H 3.608943 0.390490 0.257740 0.00 0.06 0.14 0.344
O 1.628843 0.759737 0.724917 -0.86 -0.59 -0.66 -0.308
P 1.148682 -0.217928 -0.477403 -0.01 -0.12 1.26 0.687
O 1.857304 -0.062963 -1.741434 -0.03 0.17 -0.40 -0.740
O 1.401799 -1.705499 0.085462 -0.03 0.63 -0.63 -0.394
C 0.871238 -2.136079 1.329404 -0.31 -0.28 0.51 -0.214
C -0.378153 -2.981030 1.132823 0.27 0.21 -0.07 -0.987
H -1.179018 -2.383893 0.703212 -0.10 0.00 0.00 0.195
H -0.705796 -3.380469 2.089105 -0.06 -0.05 0.10 0.377
H -0.160691 -3.805427 0.458930 -0.01 -0.11 -0.04 0.281
H 1.658583 -2.730876 1.803934 -0.10 0.16 0.00 0.397
H 0.653309 -1.269222 1.962479 0.09 -0.10 0.04 0.267
C -0.641622 0.058579 -0.459893 0.69 -0.15 -0.18 -0.139
C -1.278531 0.808199 0.512899 -0.13 0.10 0.15 0.010
C -2.659459 0.962733 0.464881 0.24 -0.21 -0.19 0.696
C -3.387815 0.358594 -0.557349 -0.01 0.18 0.26 -0.581
C -2.738503 -0.383536 -1.526080 0.05 -0.01 0.02 -0.518
C -1.362825 -0.535811 -1.482659 0.03 -0.09 -0.13 -0.571
H -0.830624 -1.104607 -2.229959 -0.06 -0.07 -0.15 0.412
H -3.310254 -0.843345 -2.317856 -0.05 -0.03 -0.07 0.393
H -4.458071 0.489622 -0.573963 -0.13 0.01 -0.02 0.427
O -3.334892 1.687330 1.393405 -0.13 0.13 0.15 -0.562
H -2.716403 2.068191 2.028917 -0.06 -0.07 -0.11 0.297
H -0.698213 1.273634 1.296938 0.03 0.07 0.09 0.352
H 4.193463 2.794454 -0.019604 0.11 0.07 -0.01 0.407
H 2.524913 3.246434 0.373112 -0.02 0.10 0.05 0.288
H 2.865196 2.313061 -1.090935 0.03 0.04 -0.11 0.285
```
Forces are in eV/Å.

ORCA calculation (the ωB97M-V functional and the def2-TZVPD basis) on a 7-piece molecular cluster, C9H30ClO10 overall at a distorted geometry.

<S²>	0.76
multiplicity	2

The geometry in XYZ format:
```
50
Properties=species:S:1:pos:R:3:forces:R:3:mulliken_spin:R:1
Cl 1.076282 -1.186444 0.121834 4.27 -1.49 1.05 -0.072
O 1.715474 -0.222964 0.923425 -0.46 1.24 0.36 0.119
O 1.999587 -2.256352 -0.086295 -1.20 0.18 -0.56 0.062
O -0.122447 -1.648684 0.730789 -1.60 -0.05 -0.14 0.356
O 0.678890 -0.583481 -1.133021 -1.02 0.28 -0.72 0.518
C -2.645254 0.796721 -3.832411 0.67 -0.34 0.41 0.001
C -2.578942 0.974390 -2.321987 -0.35 -1.59 -0.77 0.001
O -3.368704 2.049504 -1.951804 -0.24 1.27 0.80 0.000
H -3.676958 0.603906 -4.126509 0.11 -0.05 -0.17 0.000
H -1.996457 -0.045580 -4.072574 -0.17 -0.20 -0.41 0.000
H -2.262851 1.668066 -4.364027 -0.10 0.10 0.08 0.000
H -1.556655 0.945444 -1.944906 0.11 0.90 0.06 -0.002
H -3.046619 0.118826 -1.834769 0.27 -0.68 -0.15 0.000
H -4.238274 1.649522 -1.877932 -0.24 0.60 0.12 0.000
C 1.547360 2.276478 -2.691409 0.05 0.28 0.30 -0.001
C 0.856518 2.564494 -4.039206 1.20 0.51 0.84 0.000
O 0.165575 3.808041 -4.010794 -0.23 -0.53 0.11 0.001
H 0.827971 2.197323 -1.876346 -0.33 -0.24 -0.05 0.001
H 2.212079 3.067391 -2.344001 0.01 0.32 -0.47 0.000
H 2.168893 1.381167 -2.676687 -0.19 -0.25 -0.30 0.001
H 0.222903 1.711269 -4.281382 -0.17 0.07 -0.34 0.000
H 1.626276 2.735065 -4.791862 -0.12 -0.46 -0.18 0.000
H -0.470317 3.736254 -3.295194 -0.27 0.26 0.10 0.000
C 1.538675 2.744008 5.102416 0.14 0.90 0.99 0.000
C 1.558128 1.606441 4.118489 -0.76 -0.25 -0.21 0.000
O 2.864185 1.142646 3.867487 0.83 -0.03 0.20 0.000
H 1.830615 2.531346 6.130833 0.74 -0.79 -0.17 0.000
H 0.574384 3.172760 5.375191 -0.54 -0.17 -0.97 0.000
H 2.162949 3.580312 4.787787 0.06 -0.07 -0.21 0.000
H 1.165483 1.903731 3.146098 -0.46 0.45 0.03 0.000
H 0.951524 0.766947 4.458179 -0.17 0.08 0.28 0.000
H 2.818481 0.662167 3.037637 0.22 -0.08 0.02 0.000
C 1.061000 -1.812498 -4.226806 -0.18 0.77 -1.12 0.000
O 1.327809 -2.790055 -5.193638 0.37 -1.23 0.06 0.001
H 1.577128 -1.955024 -3.277394 -0.08 -0.06 0.04 -0.001
H 1.421311 -0.922723 -4.743118 -0.10 0.46 0.64 0.000
H -0.025169 -1.760051 -4.152089 -0.10 0.40 0.71 0.000
H 1.036456 -3.615235 -4.798930 0.10 -0.35 -0.35 0.000
C -1.161351 -0.834787 4.289778 0.51 -0.25 -0.01 0.001
O -0.372500 -1.030417 5.475822 -0.63 0.70 -0.38 0.000
H -1.658041 0.135188 4.266274 -0.06 -0.04 0.82 0.000
H -0.549836 -0.770816 3.389743 0.30 -0.43 -0.11 -0.002
H -1.902772 -1.626143 4.179635 -0.08 0.04 -0.05 0.000
H 0.184631 -1.807872 5.393517 -0.08 -0.08 -0.27 0.000
C -1.143468 -4.473776 2.688769 -3.29 0.50 1.11 -0.001
O 0.114316 -4.169672 2.357416 3.55 -0.35 -1.61 0.015
H -1.362936 -5.464061 3.087879 0.94 -0.07 0.39 0.002
H -1.356237 -3.682937 3.408077 -1.41 -0.43 0.56 0.002
H -1.864789 -4.430265 1.872739 -0.05 0.37 -0.39 0.000
H 0.075696 -3.439566 1.735275 0.25 -0.15 0.00 -0.002
```
Forces are in eV/Å.

ORCA calculation (the ωB97M-V functional and the def2-TZVPD basis) on a 2-piece molecular cluster, C6H14NP2 overall at a distorted geometry.

charge	+1

The geometry in XYZ format:
```
23
Properties=species:S:1:pos:R:3:forces:R:3:mulliken_charge:R:1
C -2.057915 -2.335974 1.258832 -0.69 -3.01 0.96 -0.827
C 3.037237 -0.094577 -2.557815 -0.18 0.42 -0.38 -0.469
C -2.104376 -1.082339 1.643557 1.94 0.92 -1.31 -0.145
C 2.974184 0.322600 -1.345716 -0.57 1.04 2.01 -0.124
C -1.123719 0.003027 1.236827 1.33 -0.45 0.13 -0.345
C 0.491581 0.824477 -0.574586 0.56 -1.03 0.67 -0.321
N -0.374910 -0.306890 -0.060180 -2.05 -1.35 -0.69 -0.352
P 0.425975 0.191195 2.401021 -1.60 -1.75 0.70 -0.040
P -0.625619 2.002969 -1.481908 1.78 1.11 0.03 -0.118
H -2.761107 -3.143650 1.584738 -0.05 1.43 0.07 0.250
H -1.276863 -2.972721 0.835839 0.48 1.20 -0.75 0.223
H 3.972849 -0.234322 -3.026967 1.35 -0.27 -0.27 0.288
H 2.246835 -0.150730 -3.263792 -1.01 -0.34 -0.16 0.271
H -2.795959 -0.633070 2.289684 -1.46 -0.05 0.74 0.414
H 3.695112 0.697719 -0.555572 -1.26 -0.77 -0.95 0.301
H -1.648043 0.942660 1.121050 0.08 0.18 -0.14 0.517
H 0.950422 1.094669 0.390952 0.18 0.93 -1.05 0.267
H -0.006671 -1.217513 0.195921 1.66 0.06 -0.16 0.387
H -1.053146 -0.689461 -0.735521 -0.12 0.87 -0.36 0.428
H -0.344322 -0.383066 3.472753 0.69 -0.14 -0.20 0.105
H -0.093722 1.354665 2.785960 -0.07 2.24 0.69 0.086
H -1.156497 1.131421 -2.444278 0.35 -0.23 -0.32 0.064
H 0.445194 2.716077 -2.275791 -1.34 -1.03 0.75 0.139
```
Forces are in eV/Å.

ORCA calculation (the ωB97M-V functional and the def2-TZVPD basis) on one molecule with the formula C5H7ClS2 at a distorted geometry.

SMILES	C=C(SC=S)[C@@H](C)Cl

The geometry in XYZ format:
```
15
Properties=species:S:1:pos:R:3:forces:R:3:mulliken_charge:R:1
C -1.754291 -0.365406 0.999458 0.17 1.27 3.03 -1.452
C -0.750048 -0.666559 0.013665 2.31 -2.23 -1.52 0.622
C 0.112894 0.340976 -0.710424 -0.07 -1.26 0.22 -0.108
C -0.218368 1.585168 -0.765434 2.56 1.58 -2.56 -0.771
C 2.689147 -0.278003 -0.148033 0.89 0.20 2.18 -0.218
H -1.143018 0.228397 1.749794 -1.29 -0.40 -0.22 0.320
H -2.585659 0.194100 0.644987 -0.63 0.71 -0.34 0.375
H -2.172720 -1.278118 1.489300 0.65 0.66 -0.45 0.376
H 0.027790 -1.226217 0.543701 -0.29 -0.81 -0.21 0.306
H 0.383455 2.256878 -1.397226 -0.25 -0.08 0.68 0.289
H -1.090932 1.935482 -0.413263 -2.97 1.21 1.43 0.367
H 2.349713 0.371791 0.776615 0.62 -1.35 -1.77 0.290
S 1.659377 -0.147562 -1.510160 -0.81 -0.48 0.01 0.002
S 4.072110 -1.190376 -0.099462 -1.40 1.11 -0.11 -0.187
Cl -1.579451 -1.760553 -1.173525 0.53 -0.14 -0.39 -0.211
```
Forces are in eV/Å.

Table of energy above the lowest of the compared OMol25 structures with the same formula, charge and spin (kcal per mole), in record order: 0.0, 41.0, 93.2, 36.7